No. 1
Density functional theory data (ωB97M-V/def2-TZVPD) for 2 unconnected molecules or ions with the total composition C5H7NO.

```
14
C5H7NO ωB97M-V/def2-TZVPD
O -0.53 1.99 -0.06
C -1.14 0.95 0.01
C -2.30 0.16 -0.41
C -1.22 -0.41 0.56
H -3.28 0.40 0.00
H -2.32 -0.22 -1.43
H -0.52 -1.14 0.17
H -1.49 -0.54 1.60
C 2.26 -1.13 -0.37
C 2.25 0.13 0.04
N 2.32 1.28 0.43
H 2.12 -1.93 0.35
H 2.44 -1.36 -1.41
H 1.43 1.79 0.43
```

The strongest force on any atom is 0.72 eV/Å. As for the LUMO energy: 0.0274 hartree. As for the energy: -324.602156 Eh. As for the HOMO energy: -8.889 eV. The value obtained for the HOMO-LUMO gap is 0.35409 Ha. Its SMILES is O=C1CC1.C=C=N.

***

No. 2
Density functional theory data (ωB97M-V/def2-TZVPD) for a molecular structure, C27H33BFeN5O3PS.

```
72
C27H33BFeN5O3PS ωB97M-V/def2-TZVPD
Fe 0.73 1.13 1.86
C -2.12 -1.68 -0.87
N -0.85 -1.92 -1.63
C -0.90 -1.31 -3.00
C 0.38 -1.46 -0.90
C 0.48 -1.83 0.56
C 0.55 -3.17 0.92
C 0.63 -3.54 2.26
C 0.66 -2.58 3.25
C 0.62 -1.24 2.89
C 0.52 -0.84 1.55
H -2.94 -1.89 -1.56
H -2.13 -0.63 -0.58
H -2.14 -2.31 0.00
H -0.78 -2.93 -1.77
H -0.93 -0.23 -2.88
H -1.81 -1.63 -3.50
H -0.01 -1.62 -3.54
H 0.39 -0.37 -1.02
H 1.22 -1.87 -1.47
H 0.55 -3.94 0.16
H 0.69 -4.59 2.52
H 0.73 -2.86 4.29
H 0.67 -0.50 3.70
C 3.18 1.60 -0.71
P 3.14 1.00 1.00
C 4.25 2.11 1.90
C 3.90 -0.63 1.02
C 4.50 -1.09 2.19
C 5.06 -2.36 2.24
C 5.03 -3.17 1.12
C 4.44 -2.72 -0.05
C 3.87 -1.46 -0.10
H 2.54 1.01 -1.36
H 4.21 1.57 -1.09
H 2.83 2.63 -0.72
H 5.26 2.00 1.51
H 4.25 1.88 2.97
H 3.90 3.13 1.77
H 4.54 -0.46 3.07
H 5.54 -2.70 3.15
H 5.48 -4.16 1.15
H 4.42 -3.35 -0.93
H 3.43 -1.11 -1.03
B 1.30 5.68 1.88
C 1.26 4.15 2.11
N 1.20 2.99 2.25
H 0.94 5.80 0.73
H 2.45 6.02 2.05
H 0.52 6.15 2.66
O -3.80 -2.30 -3.27
S -4.23 -1.31 -4.27
O -3.09 -0.64 -4.88
O -5.28 -1.74 -5.15
C -4.94 -0.05 -3.18
N -6.25 0.13 -3.12
C -6.70 0.94 -2.17
C -5.86 1.53 -1.22
C -4.51 1.29 -1.40
N -4.04 0.54 -2.39
C -3.43 1.69 -0.47
C -2.18 2.04 -1.00
C -1.10 2.07 -0.15
N -1.19 1.73 1.14
C -2.39 1.50 1.67
C -3.54 1.51 0.90
H -7.77 1.11 -2.14
H -6.25 2.16 -0.43
H -2.07 2.24 -2.05
H -0.12 2.35 -0.52
H -2.43 1.26 2.72
H -4.49 1.26 1.36
```

The strongest force on any atom is 0.47 eV/Å. As for the LUMO energy (spin up / spin down): -0.1300 / -0.2283 hartree. As for the energy: -3575.911635 Eh. As for the net charge: +1. As for the HOMO energy (spin up / spin down): -10.801 / -10.800 eV. The value obtained for the HOMO-LUMO gap (spin up / spin down) is 0.26687 / 0.16864 Ha. Its spin multiplicity is 6.

***

> Among the records above, which one has the highest energy?

C5H7NO